Entry 1:
This record from the Open Molecules 2025 dataset describes a structure of composition C21H39Br2Cl30F3Ga. The level of theory is the ωB97M-V functional and the def2-TZVPD basis.

HOMO energy   -3.4860 eV
Total energy   -22001.546801 a.u.
HOMO-LUMO gap   0.1868 Ha
Energy relative to the best compared isomer or geometry (same formula, charge and spin)   66.71 kcal per mole
Total charge   -1

Geometry (Å):
C -2.36862 -0.18659 -2.61655
C -2.13931 1.20474 -2.75710
Ga -2.97358 2.61404 -1.45070
C -3.30054 1.82287 0.42383
C -2.33298 2.34593 1.57631
C -0.77588 2.13172 1.32087
F -0.11100 3.28255 0.80740
Br -0.34631 0.53654 0.21898
C -0.09984 1.87368 2.76923
F -0.42663 0.56042 3.16060
F 1.30372 2.01353 2.72517
Br -0.70777 3.20560 4.13407
H -1.44723 -0.85984 -2.52842
H -3.38925 -0.67988 -2.60426
H -1.49054 1.53940 -3.63998
H -2.11560 3.96324 -1.47748
H -4.44029 2.93251 -2.08028
H -4.35614 2.13619 0.72727
H -3.34578 0.68590 0.34552
H -2.58199 1.73141 2.50970
H -2.48482 3.43223 1.84566
C -2.99097 3.81538 7.61786
Cl -4.70743 3.40265 7.70033
Cl -2.68479 5.04549 6.38691
H -2.67325 4.19788 8.58516
H -2.42429 2.92039 7.36985
C 2.46429 3.72930 -0.98616
Cl 1.72063 3.82747 -2.58375
Cl 3.95910 2.78181 -1.02631
H 2.69371 4.73516 -0.64090
H 1.76598 3.25504 -0.30290
C -4.85149 -2.23428 -5.21481
Cl -5.13679 -2.96105 -3.62820
Cl -4.88042 -0.47062 -5.13019
H -3.87720 -2.55363 -5.57847
H -5.62873 -2.56764 -5.89919
C 7.36979 0.91642 -0.18516
Cl 6.66191 1.00299 -1.79963
Cl 8.86289 -0.03282 -0.18006
H 7.59130 1.92459 0.15744
H 6.65444 0.44678 0.48665
C -0.82950 6.65247 1.94325
Cl -2.54986 6.25660 2.01733
Cl -0.50467 7.87740 0.71067
H -0.51342 7.03401 2.91165
H -0.27151 5.75004 1.70049
C 8.43560 -3.28044 -1.67952
Cl 7.74504 -3.19688 -3.30453
Cl 9.92329 -4.23849 -1.66408
H 8.66158 -2.27229 -1.33887
H 7.71164 -3.74289 -1.01086
C 6.32553 -4.39907 1.80782
Cl 7.05055 -2.78665 1.81547
Cl 7.06787 -5.42959 0.57656
H 6.46937 -4.85599 2.78446
H 5.26296 -4.30608 1.59659
C 10.42954 -7.41972 -3.76173
Cl 9.74075 -7.33569 -5.38805
Cl 11.91568 -8.37732 -3.74546
H 10.65511 -6.41122 -3.42100
H 9.70486 -7.88083 -3.09481
C 2.45337 -4.76152 2.64615
Cl 3.17748 -3.14858 2.65764
Cl 3.20308 -5.79179 1.41567
H 2.59371 -5.21876 3.62339
H 1.39107 -4.67018 2.43123
C -5.86191 5.48196 0.97633
Cl -5.70167 4.22742 -0.25708
Cl -7.23924 5.16608 2.04660
H -4.95252 5.50874 1.57159
H -6.01021 6.44118 0.48539
C -0.27517 -3.59452 5.66724
Cl -0.95569 -3.51167 4.03926
Cl 1.21045 -4.55464 5.69395
H -0.04896 -2.58639 6.00716
H -1.00337 -4.05397 6.33163
C -10.28631 3.34943 3.68833
Cl -9.57643 4.96882 3.68265
Cl -9.58839 2.33654 2.42024
H -10.09770 2.88545 4.65388
H -11.35793 3.43385 3.52225
C -5.72658 9.09536 -1.68636
Cl -4.68487 7.78579 -2.25064
Cl -6.68689 8.59130 -0.28972
H -5.10679 9.94228 -1.40046
H -6.39932 9.38420 -2.49077
C -7.06192 -6.43946 -2.05685
Cl -5.76576 -5.90816 -0.97922
Cl -6.77506 -5.90618 -3.71664
H -7.11261 -7.52578 -2.03896
H -8.00340 -6.01992 -1.70966
C 8.05498 -8.04587 -8.48645
Cl 6.33119 -8.43618 -8.48134
Cl 8.43802 -6.84953 -9.73008
H 8.32817 -7.64328 -7.51395
H 8.62163 -8.95307 -8.68314

These are the Löwdin partial charges, in e, on atoms 1 to 6: -0.231 -0.326 0.237 -0.350 -0.297 -0.709

Entry 2:
This record from the Open Molecules 2025 dataset describes the molecule C2H2N2O4. The level of theory is the ωB97M-V functional and the def2-TZVPD basis.

HOMO energy (alpha / beta)   -9.9670 / -9.9656 eV
Total energy   -487.580205 a.u.
HOMO-LUMO gap (alpha / beta)   0.3076 / 0.3076 Ha
Energy relative to the best compared isomer or geometry (same formula, charge and spin)   171.64 kcal per mole
Total charge   0

Geometry (Å):
C -0.53272 -1.14435 0.71379
C 0.47193 0.19589 0.08970
N 0.85948 1.20618 0.95497
N -0.06543 0.30282 -1.29388
O 0.40577 -0.43057 -2.10278
O 1.03096 2.32906 0.58227
O -1.00684 1.04108 -1.38776
O 0.85970 -1.04105 0.54230
H -0.73753 -0.75678 1.68758
H -1.28532 -1.70229 0.21380

These are the natural (NBO) partial charges, in e, on atoms 1 to 6: 0.018 0.321 0.094 0.506 -0.336 -0.234

Entry 3:
This record from the Open Molecules 2025 dataset describes a structure of composition C19H15Co2N2O6. The level of theory is the ωB97M-V functional and the def2-TZVPD basis.

HOMO energy   -2.5181 eV
Total energy   -4059.397315 a.u.
HOMO-LUMO gap   0.1835 Ha
Energy relative to the best compared isomer or geometry (same formula, charge and spin)   45.60 kcal per mole
Total charge   -1

Geometry (Å):
O 2.86826 3.60234 -0.18446
C 2.47911 2.56712 0.15742
Co 1.78750 1.01065 0.75010
C 2.64128 0.62885 -0.79010
O 3.24225 0.40506 -1.76642
C 2.83979 -0.48577 0.99052
O 3.62970 -1.33381 1.10450
C -0.09167 0.69060 -0.19043
C -0.34392 1.38511 -1.45686
C -0.59022 2.77609 -1.50433
C -0.75393 3.42251 -2.72814
C -0.70985 2.68549 -3.92050
C -0.51389 1.29543 -3.88338
C -0.35542 0.64014 -2.66067
C 0.00127 -0.63942 0.19356
C 0.83493 -1.70196 0.08671
Co -1.25412 0.17069 1.14255
C -1.88901 1.70657 1.79049
O -2.31221 2.69162 2.23580
C -0.86493 -1.01658 2.35593
O -0.56046 -1.87036 3.08339
C -2.79957 -0.49136 0.63365
O -3.83543 -0.93668 0.35995
H -0.62612 3.33826 -0.56623
H -0.91480 4.50319 -2.73899
H -0.83494 3.19538 -4.87604
H -0.47625 0.69832 -4.80437
H -0.21219 -0.45099 -2.64394
H 0.57478 -2.63037 0.60061
H 1.48274 -1.76817 -0.79873
C 2.38156 -0.27425 4.05301
C 2.07685 1.13077 3.68846
N 1.63290 1.61689 2.52721
C 1.21220 3.02358 2.78827
C 1.84358 3.38218 4.12032
N 2.19138 2.07807 4.62869
H 2.39233 -0.34035 5.14884
H 1.57556 -0.91558 3.68483
H 3.35012 -0.57554 3.63227
H 1.47767 3.74597 2.00948
H 0.11937 3.05421 2.90149
H 2.71870 4.02516 3.95656
H 1.13511 3.90970 4.76325
H 2.63081 1.93802 5.52712

These are the natural (NBO) partial charges, in e, on atoms 1 to 6: -0.542 0.508 0.258 0.546 -0.531 0.564

Entry 4:
This record from the Open Molecules 2025 dataset describes a structure of composition C39H39MoN2O3STe. The level of theory is the ωB97M-V functional and the def2-TZVPD basis.

HOMO energy (alpha / beta)   -13.5987 / -13.5987 eV
Total energy   -2578.651579 a.u.
HOMO-LUMO gap (alpha / beta)   0.2512 / 0.2056 Ha
Energy relative to the best compared isomer or geometry (same formula, charge and spin)   0.00 kcal per mole
Total charge   +2
Multiplicity   2

Geometry (Å):
Mo 2.97665 -1.14975 -1.81584
C 4.74586 -2.77497 0.40200
N 3.98971 -1.50527 0.22744
C 3.04497 -1.37039 1.36487
C 4.97854 -0.37765 0.28840
C 5.71377 -0.35122 -1.01092
C 7.04251 -0.00801 -1.17063
C 7.60271 -0.03760 -2.44411
C 6.84917 -0.41723 -3.54686
C 5.51633 -0.77243 -3.39507
C 4.95088 -0.72926 -2.11695
H 5.31739 -2.72054 1.33016
H 5.42610 -2.92094 -0.43379
H 4.06182 -3.61597 0.46207
H 3.59253 -1.45858 2.30598
H 2.29995 -2.15973 1.31040
H 2.55867 -0.39931 1.31932
H 5.63911 -0.50933 1.14876
H 4.41111 0.54530 0.42940
H 7.64866 0.27024 -0.31748
H 8.64344 0.22637 -2.57544
H 7.30112 -0.44521 -4.52886
H 4.93190 -1.06815 -4.25774
O 1.94520 -2.22872 -5.49458
C 1.68632 -2.32015 -4.34283
O 2.21215 -1.40327 -3.43789
C 0.77398 -3.30456 -3.71333
C -0.17501 -3.87539 -4.55539
C -1.08656 -4.79662 -4.06733
C -1.04292 -5.16164 -2.73200
C -0.08846 -4.61225 -1.88638
C 0.82417 -3.68288 -2.36810
S 2.11361 -3.25021 -1.21152
H -0.18472 -3.57730 -5.59502
H -1.82131 -5.23070 -4.73083
H -1.74354 -5.88945 -2.34434
H -0.02683 -4.92643 -0.85159
C -4.79916 3.64580 6.34039
C -4.02045 3.00138 5.23599
C -4.03267 1.62106 5.06282
C -3.36195 0.99067 4.02589
C -3.37800 -0.51569 4.01295
C -2.65259 1.80645 3.11852
Te -1.67029 1.09843 1.44267
N 2.18788 0.23355 -1.14777
C 0.79470 0.56545 -1.32317
O -0.05026 -0.29106 -1.25237
C 0.52214 1.97715 -1.65118
C 1.42504 2.99062 -1.33565
C 1.10426 4.30613 -1.62622
C -0.10125 4.60543 -2.24803
C -0.99671 3.59299 -2.57721
C -0.69171 2.27877 -2.27151
C -2.96600 -0.33808 0.67006
C -2.35718 -1.55419 0.35356
C -3.11885 -2.57318 -0.18948
C -4.46619 -2.36001 -0.43370
C -5.05032 -1.13292 -0.14846
C -4.32359 -0.08775 0.40952
C -4.99533 1.23563 0.66061
C -2.58169 3.21069 3.29738
C -1.81560 4.10684 2.35609
C -3.27371 3.77665 4.34681
H -5.01486 2.94141 7.14091
H -5.75211 4.01254 5.95155
H -4.26574 4.50108 6.75272
H -4.57416 1.00783 5.77379
H -4.36432 -0.87958 4.29698
H -2.67051 -0.88544 4.75840
H -3.11822 -0.95161 3.05529
H 2.37278 2.74977 -0.87173
H 1.79956 5.09758 -1.38185
H -0.34070 5.63307 -2.48719
H -1.92427 3.82967 -3.08031
H -1.37288 1.47420 -2.51749
H -1.29764 -1.69833 0.52103
H -2.66380 -3.52368 -0.43233
H -5.06885 -3.14913 -0.86336
H -6.09877 -0.97731 -0.36881
H -6.05144 1.17620 0.40845
H -4.55343 2.01905 0.03873
H -4.91233 1.54411 1.69993
H -0.80565 3.73284 2.16623
H -1.71223 5.10117 2.78443
H -2.32996 4.21207 1.39836
H -3.23992 4.85088 4.48374

These are the Löwdin partial charges, in e, on atoms 1 to 6: 1.611 -0.085 -0.400 -0.092 -0.148 -0.253